Density functional theory data (ωB97M-V/def2-TZVPD) for the molecule C5H7NO.

Last column: Löwdin charge in e.
Atoms and positions in Å:
N  1.855  -2.357  -0.337  0.145
C  0.755  -1.862  -0.110  -0.190
C  -0.469  -1.411  0.047  -0.111
C  -1.020  -0.346  -0.877  -0.152
C  -0.485  0.979  -0.376  -0.316
C  0.134  2.009  -1.211  -0.112
O  0.927  1.086  -0.479  -0.051
H  2.640  -1.794  -0.007  0.076
H  -0.984  -1.629  0.977  0.107
H  -0.697  -0.515  -1.910  0.123
H  -2.116  -0.362  -0.869  0.115
H  -0.882  1.285  0.595  0.144
H  0.154  1.900  -2.295  0.114
H  0.190  3.032  -0.840  0.109

F_max: 0.62 eV/Å
ΔE to the lowest compared entry with this formula, charge and spin: 2.789 eV
frontier orbital gap: 0.3604 Ha
calculated total energy: -324.62197 Ha
SMILES string: N=C=CC[C@@H]1CO1
HOMO: -0.321 Ha